Record 1
Molecular formula: C6H12NO
Method: DFT, ωB97M-V/def2-TZVPD

Summary:
Molecular weight (Da): 114.2
Relative energy (zero: lowest compared OMol25 entry of this formula, charge and spin) (kJ/mol): 228.44
⟨S²⟩: 0.755
Largest force on an atom (eV/A): 3.027
HOMO level (alpha / beta) (eV): -9.629 / -9.611

Geometry as ORCA input:
```
! RIJCOSX wB97M-V def2-TZVPD def2/J DEFGRID3
* xyz 0 2
O 0.99622 -0.32051 0.29326
N 4.58460 1.26615 -0.07321
C 0.35193 -1.47911 0.48746
C -1.59112 -0.45919 -0.75114
C -1.67875 0.96711 -0.26478
C -1.19157 -1.36118 0.47999
C 3.41144 0.88146 0.27994
C -2.81065 1.65311 -0.09822
H -0.88559 -0.65055 -1.52881
H -2.92840 2.72242 -0.08275
H -0.78325 1.56397 -0.30025
H 2.89969 0.18235 -0.37289
H -1.63003 -0.95858 1.38192
H -3.78338 1.21077 -0.04709
H 0.50440 -2.21263 -0.37983
H -1.51498 -2.38209 0.47904
H 4.82258 0.93157 -1.03713
H 3.06869 1.20231 1.34102
H -2.60014 -0.71557 -1.11530
H 0.75832 -2.04178 1.30876
*
```

=====

Record 2
Molecular formula: C15H29BCl3NO5
Method: DFT, ωB97M-V/def2-TZVPD

Summary:
Molecular weight (Da): 420.6
Largest force on an atom (eV/A): 3.688
HOMO level (eV): -7.613

Geometry as ORCA input:
```
! RIJCOSX wB97M-V def2-TZVPD def2/J DEFGRID3
* xyz 0 1
Cl -2.13913 -1.03993 -1.50970
Cl 2.95320 -1.19182 1.11663
Cl 0.21017 -2.40126 -0.62932
O 3.13595 2.81669 -2.82364
O -2.38614 1.11577 4.57975
O -2.41239 2.54060 -1.22817
O 4.93596 1.43138 -2.56852
O -2.68052 1.43454 0.73792
N -4.08864 0.21247 3.49095
C -3.20950 0.24553 4.64174
C -0.64408 -0.36285 -2.38092
C -0.88750 -0.73610 -3.94785
C 3.61558 -2.34922 -1.43873
C 3.51861 -3.67212 -0.53063
C -1.90075 2.10227 0.00495
C 0.43176 1.03454 0.50729
C 3.19388 -0.98575 -0.70087
C -5.35878 0.95713 3.72902
C 3.51725 1.62981 -2.75411
C 0.69115 -1.14395 -1.88527
C -0.42305 2.43442 0.54776
C 1.54004 1.19296 -0.63841
C -3.32026 -0.79195 5.71143
C 2.61176 0.34469 -2.90178
B 1.94145 -0.17347 -1.45067
H -0.58033 0.76860 -2.34646
H -0.33825 0.21980 0.33220
H -4.34487 -1.16614 5.77272
H 2.57309 -3.75073 0.08915
H -1.70486 2.67443 -1.89342
H -0.72528 -1.84370 -4.13133
H 1.11028 1.93561 -1.41267
H 3.50323 -4.56190 -1.26705
H 0.04859 3.25849 -0.07570
H -0.53910 2.83850 1.60705
H -1.96773 -0.41443 -4.16777
H 3.05864 -2.56673 -2.40482
H 1.70173 0.67021 -3.53507
H -5.84128 0.55792 4.62210
H -0.20903 -0.05106 -4.55299
H 4.72768 -2.25838 -1.73263
H -5.12393 2.01417 3.84696
H 5.24165 1.96016 -1.80335
H -4.29056 -0.75780 3.23984
H 2.46575 1.68960 -0.16631
H 1.05407 -1.74752 -2.79982
H -3.05731 -0.34922 6.67164
H 0.92880 0.96723 1.53098
H -2.64682 -1.62055 5.48338
H 3.09696 -0.50984 -3.48733
H -3.55423 0.70250 2.76009
H 4.46981 -3.83339 0.09717
H -5.99670 0.80394 2.85947
H 4.09398 -0.27419 -0.81487
*
```

=====

Record 3
Molecular formula: C31H83F3N7O12S
Method: DFT, ωB97M-V/def2-TZVPD

Summary:
Molecular weight (Da): 835.1
⟨S²⟩: 0.759
Largest force on an atom (eV/A): 3.323
HOMO level (alpha / beta) (eV): -8.563 / -8.563

Geometry as ORCA input:
```
! RIJCOSX wB97M-V def2-TZVPD def2/J DEFGRID3
* xyz 0 2
S 15.59953 23.78555 -19.34585
F 17.72242 25.17293 -18.64816
F 18.24184 23.27962 -19.61852
F 17.61001 23.36776 -17.50374
O 14.94938 20.96893 -16.68218
O 20.20394 20.31029 -18.12322
O 15.69139 24.25062 -20.72488
O 20.36223 28.00575 -22.49860
O 15.71395 24.24568 -13.51841
O 15.17050 22.38187 -19.30021
O 15.24826 19.95957 -23.25010
O 11.02988 27.91561 -16.87802
O 11.75392 24.40264 -20.44884
O 15.74006 19.57394 -14.24516
O 21.58211 24.12976 -13.91919
O 14.89568 24.60351 -18.34426
N 13.21613 24.82953 -23.01603
N 16.70349 26.62324 -22.11361
N 22.54039 21.97745 -17.90220
N 22.61186 24.73094 -16.58921
N 15.96157 23.60497 -23.23658
N 13.53007 21.24497 -14.18827
N 13.16810 26.64010 -19.59766
C 11.81558 25.24740 -22.74772
C 14.02681 19.25419 -23.10647
C 15.60496 18.99722 -15.54304
C 16.27372 22.17958 -23.53009
C 11.63783 26.99807 -17.80391
C 15.00912 21.35754 -23.19196
C 19.35083 19.22457 -18.32236
C 20.79645 20.78432 -19.29245
C 16.01012 20.09387 -16.53170
C 21.94692 22.81463 -20.04003
C 17.40872 23.86425 -18.73903
C 12.27269 27.63057 -18.97070
C 18.15472 26.79981 -21.85193
C 18.89187 27.84074 -22.64984
C 15.38721 22.85715 -13.72116
C 22.15657 25.26186 -13.26092
C 11.20744 24.26068 -21.78188
C 20.64156 25.66367 -17.30465
C 20.70772 28.47847 -21.17745
C 21.40390 22.10573 -18.86074
C 15.55187 25.02436 -14.68234
C 20.78456 24.37093 -15.05747
C 13.81904 22.62781 -13.79879
C 11.25995 25.18339 -24.17369
C 21.43852 25.36154 -16.05011
C 11.68780 23.25685 -19.69743
C 18.90735 25.45623 -21.82488
C 10.66063 27.31158 -15.61187
C 13.09936 22.85216 -12.45523
C 17.49346 21.80472 -22.64150
C 11.28941 28.17745 -20.03353
H 17.82724 20.78122 -22.81218
H 16.19226 19.47234 -17.40841
H 21.71415 28.89699 -21.17222
H 13.66569 19.36843 -22.08439
H 18.79878 18.82309 -17.47256
H 10.65685 27.36166 -20.38348
H 12.34232 22.46569 -20.06317
H 14.56711 25.30344 -15.05712
H 11.70808 26.23964 -22.30955
H 16.09271 25.94759 -14.47440
H 13.81113 21.16671 -15.15522
H 15.88463 22.14595 -13.06172
H 12.80526 28.48565 -18.55440
H 18.30338 24.65938 -21.39091
H 23.18138 21.23945 -18.15634
H 18.60694 19.60253 -19.02371
H 19.81914 24.76488 -14.73987
H 13.64576 24.83696 -22.10199
H 17.25315 21.91467 -21.58402
H 11.99560 23.45161 -18.67010
H 15.82967 23.61338 -22.23527
H 19.87332 18.43438 -18.86153
H 16.55402 22.06668 -24.57736
H 16.12928 24.73317 -15.55978
H 21.55021 26.32147 -15.54596
H 12.43901 26.52682 -17.23459
H 19.99975 29.17263 -20.72466
H 13.20432 23.87597 -12.09621
H 9.87867 27.97779 -15.24744
H 15.13314 21.55183 -17.42249
H 19.03680 25.17940 -22.87117
H 13.22757 19.55227 -23.78504
H 20.53107 23.41843 -15.52286
H 22.63096 22.25722 -20.67995
H 13.28513 22.04313 -11.74879
H 14.60569 21.63020 -22.21677
H 18.35664 22.44083 -22.83742
H 11.23163 24.14318 -24.49814
H 20.59699 22.67786 -18.40285
H 14.09443 18.17889 -23.27156
H 20.10039 21.03149 -20.09402
H 16.63888 26.38418 -23.09278
H 22.12321 24.06599 -17.17159
H 14.25026 21.77063 -23.85647
H 13.60042 26.07804 -18.87844
H 21.20945 22.89179 -20.83896
H 21.54687 20.11967 -19.72048
H 11.45270 27.45051 -14.87606
H 15.79413 22.58773 -14.69581
H 12.54745 21.05413 -14.32291
H 11.88969 25.65719 -24.92671
H 10.91055 26.25184 -18.12374
H 16.38393 25.77852 -21.66147
H 10.66596 28.96589 -19.61191
H 10.23980 25.56376 -24.22562
H 10.32121 26.27979 -15.52068
H 18.29068 28.74729 -22.71944
H 16.84652 20.75181 -16.29581
H 14.65482 18.47222 -15.64150
H 18.24904 27.17456 -20.83273
H 14.94871 20.10810 -14.14491
H 13.32400 23.28232 -14.51619
H 11.76875 28.68307 -20.87180
H 22.19112 21.41826 -17.13707
H 12.01655 22.74822 -12.52457
H 18.79871 27.51095 -23.68457
H 19.85175 25.42111 -21.28176
H 22.57874 24.90177 -12.32273
H 21.42033 26.01251 -12.97357
H 20.37962 24.87482 -18.00978
H 21.10161 26.51568 -17.80517
H 22.37946 23.75445 -19.69688
H 10.14301 24.43096 -21.62035
H 19.58550 25.91960 -17.21901
H 16.42305 18.29258 -15.69246
H 20.69393 27.62800 -20.49582
H 23.12806 24.21113 -15.89391
H 11.38234 23.22747 -22.08185
H 15.05031 23.91482 -23.54268
H 22.89406 25.79956 -13.85681
H 12.53061 25.99516 -20.04235
H 13.54823 25.73663 -23.31097
H 10.65980 22.93844 -19.52443
*
```

=====

Record 4
Molecular formula: C18H24N4O4S
Method: DFT, ωB97M-V/def2-TZVPD

Summary:
Molecular weight (Da): 392.5
Relative energy (zero: lowest compared OMol25 entry of this formula, charge and spin) (kJ/mol): 308.09
Largest force on an atom (eV/A): 1.235
HOMO level (eV): -8.136
SMILES: COc1cc(-c2nnc(SCC(=O)NC3CCCC3)n2C)cc(OC)c1O

Geometry as ORCA input:
```
! RIJCOSX wB97M-V def2-TZVPD def2/J DEFGRID3
* xyz 0 1
S -0.67725 -0.82346 3.84792
O -2.64138 -0.60217 -4.39091
O 2.47702 -1.89645 5.09550
O -3.11672 2.30943 -4.50489
O -2.54035 3.77086 -2.43316
N 0.00289 -1.59291 1.30964
N -0.27229 -1.22647 0.05121
N 2.26038 -2.07228 2.84354
N -1.39139 0.09975 1.38997
C 3.62163 -1.74426 2.48240
C -2.40482 0.27618 -3.38590
C 1.80311 -2.06400 4.10014
C 4.08329 -2.66099 1.34514
C 3.70486 -0.31461 1.89977
C -3.07951 -0.15079 -5.65504
C -1.81693 1.83742 -1.12063
C 3.97586 -0.47337 0.39639
C 3.62703 -1.92819 0.08689
C -2.31435 1.05685 1.92636
C -2.22976 4.63517 -1.36931
C -2.30606 2.42226 -2.27162
C -1.90461 -0.30130 -2.21891
C -0.66495 -0.80164 2.11187
C -1.09940 -0.21543 0.08147
C -1.62412 0.45543 -1.09403
C 0.29553 -2.32603 4.18549
C -2.61910 1.65819 -3.40994
H 4.12277 -2.29132 -0.81190
H 3.39048 0.22370 -0.20114
H -1.16635 4.59163 -1.11550
H 0.03485 -2.60224 5.20650
H -2.77010 0.64079 2.82599
H -3.15080 3.25103 -4.28485
H -3.08611 1.26666 1.18687
H -2.47492 5.63544 -1.72272
H -1.54622 2.44112 -0.27140
H 4.48862 0.26165 2.38860
H 2.75941 0.20007 2.07436
H 2.54993 -2.03589 -0.04634
H -2.82899 4.40906 -0.48165
H -4.05539 0.33445 -5.59475
H -3.15579 -1.04942 -6.26612
H 5.03193 -0.29586 0.18729
H 1.58496 -2.12079 2.07874
H 4.22008 -1.85390 3.38986
H 5.17088 -2.74114 1.35779
H 3.65862 -3.65905 1.43751
H -2.36243 0.53769 -6.10626
H -1.80106 1.98224 2.19856
H -1.73574 -1.36462 -2.20767
H -0.02727 -3.08849 3.47886
*
```

=====

Record 5
Molecular formula: C5H12NO
Method: DFT, ωB97M-V/def2-TZVPD

Summary:
Molecular weight (Da): 102.2
Relative energy (zero: lowest compared OMol25 entry of this formula, charge and spin) (kJ/mol): 261.58
Largest force on an atom (eV/A): 4.908
HOMO level (eV): -2.408
SMILES: CCN[C@@H](C)C[O-]

Geometry as ORCA input:
```
! RIJCOSX wB97M-V def2-TZVPD def2/J DEFGRID3
* xyz -1 1
O 0.31200 -3.21135 1.59978
N -0.25622 0.26686 0.29827
C 0.06798 -1.82741 1.42904
C -1.22772 2.40521 -0.22876
C 1.26372 -1.33884 -0.90008
C -0.09237 1.46961 -0.71888
C -0.04907 -1.14748 -0.00178
H 1.48474 -2.38266 -0.90625
H 0.93049 -1.20200 1.80129
H -2.19468 1.97614 -0.16000
H -1.02619 2.68246 0.70199
H 0.36375 0.34126 1.21828
H -1.02561 -1.55502 -0.47000
H -1.20090 3.24145 -0.94405
H 0.84364 2.05930 -0.69492
H 2.03896 -0.55560 -0.31099
H -0.89545 -1.43639 1.95202
H -0.35737 0.98478 -1.69891
H 1.02030 -0.77029 -1.96606
*
```

=====

Record 6
Molecular formula: C2H3F2NO4S2
Method: DFT, ωB97M-V/def2-TZVPD

Summary:
Molecular weight (Da): 207.2
Largest force on an atom (eV/A): 3.975
HOMO level (eV): -10.315

Geometry as ORCA input:
```
! RIJCOSX wB97M-V def2-TZVPD def2/J DEFGRID3
* xyz 0 1
S -1.22463 -1.03878 0.59818
S -2.12288 -2.25454 -1.31365
F 3.20897 2.54016 -0.75475
F 0.43586 1.08346 0.90499
O -2.99008 -1.65719 -2.27864
O -0.86329 -1.26532 -1.03416
O -0.36496 -1.78658 1.38291
O -1.75637 -3.58766 -1.57002
N -2.61706 -1.99016 0.23378
C 1.60801 1.15801 0.28759
C 2.10410 2.34307 -0.00734
H 2.05292 0.23655 -0.27370
H -2.89973 -2.87450 0.55024
H 1.67346 3.24720 0.48205
*
```

=====

Record 7
Molecular formula: C5H8O
Method: DFT, ωB97M-V/def2-TZVPD

Summary:
Molecular weight (Da): 84.1
Relative energy (zero: lowest compared OMol25 entry of this formula, charge and spin) (kJ/mol): 298.16
Largest force on an atom (eV/A): 1.461
HOMO level (eV): -9.125
SMILES: C=CO/C=C\C

Geometry as ORCA input:
```
! RIJCOSX wB97M-V def2-TZVPD def2/J DEFGRID3
* xyz 0 1
O -0.42694 0.48546 1.53827
C -1.25366 0.74855 0.45520
C 0.76269 0.91217 0.93428
C 0.87471 -1.10527 -0.46326
C -1.69060 -0.21216 -0.35118
C 1.46954 0.12194 0.12167
H -1.67310 -1.24818 -0.04379
H 0.99032 1.96001 1.10844
H 1.48922 -1.75568 -1.07930
H -2.10502 0.02551 -1.32060
H -1.45283 1.80483 0.30403
H 2.36489 0.50409 -0.35455
H 0.27412 -1.69870 0.23627
H 0.28493 -0.49540 -1.16234
*
```

=====

Record 8
Molecular formula: C3H4OS2
Method: DFT, ωB97M-V/def2-TZVPD

Summary:
Molecular weight (Da): 120.2
Relative energy (zero: lowest compared OMol25 entry of this formula, charge and spin) (kJ/mol): 347.86
Largest force on an atom (eV/A): 5.575
HOMO level (eV): -9.589

Geometry as ORCA input:
```
! RIJCOSX wB97M-V def2-TZVPD def2/J DEFGRID3
* xyz 0 1
S -1.67387 1.27415 -0.01172
S -2.93451 0.20782 -1.02491
O -1.67484 0.82076 1.35060
C 0.95962 -0.23806 -0.02096
C 1.09525 -0.59553 1.25470
C 0.65228 -0.05425 -1.23624
H 1.07473 0.83225 -1.93160
H 0.35139 -0.60074 1.93656
H 2.08392 -0.97301 1.52148
H 0.06603 -0.67340 -1.83790
*
```